Below is the molecule C20H28O2, with properties calculated with ωB97M-V with the def2-TZVPD basis set.

The geometry in XYZ format:
```
50
C20H28O2 | the Open Molecules 2025 dataset | ωB97M-V with the def2-TZVPD basis set
H 2.31112 3.26243 -1.17868
H 4.33027 -2.47012 -1.21406
H -1.07693 2.87978 1.84859
H -2.82342 -0.27146 1.39241
H 2.92866 -1.72805 -1.99598
H -2.28630 2.91801 -0.13109
H 4.21566 2.22571 -1.39440
C 2.29005 0.06160 -0.05757
H 1.16067 -1.49387 1.87705
H -0.82687 1.39002 2.73791
H -1.80465 -3.01698 -0.26615
H 3.98613 -0.52865 1.99902
C -1.35532 1.10778 0.63586
C -2.68540 -2.40467 -0.44261
C 0.61366 2.26140 -0.35472
C 0.10107 1.09583 0.20218
C -3.62969 1.28367 -0.48954
C -1.43916 1.86220 1.97439
C 1.92768 2.34363 -0.75284
H 0.52520 -2.08528 0.35118
H -0.01765 3.12657 -0.47613
H -3.53790 -0.09207 -2.13788
C 3.75454 -1.55159 -1.30953
H -4.10182 1.29499 0.49532
C -1.22349 -0.82733 -1.59683
H -4.47627 -0.67986 -0.76437
C 2.76808 1.24861 -0.61951
O -1.22709 -0.13413 -2.57631
C 0.47649 -1.25286 1.05875
H 2.67863 -1.97844 0.46910
C -1.89956 -0.32473 0.80496
H -2.46823 1.90304 2.32644
C -3.57204 -0.13842 -1.04795
H -0.87223 -0.69304 2.62329
H 5.00303 -1.69809 1.14831
H 4.98561 -0.00849 0.63858
C -0.92938 -1.15745 1.63725
C 4.37493 -0.81820 1.02441
H 4.39630 -0.78426 -1.72914
C -2.32921 -0.91607 -0.56293
H -3.38749 -2.55767 0.37425
O 4.06995 1.34641 -1.02523
C 3.22454 -1.12596 0.06264
C 0.95838 0.00708 0.38076
H -1.32795 -2.16117 1.79191
H -4.24010 1.90607 -1.14584
C -2.22413 1.86264 -0.40078
H -3.15214 -2.74487 -1.36526
H -1.76938 1.79501 -1.38892
H -0.39683 -1.53873 -1.43031
```

For the HOMO-LUMO gap, the calculation gives 0.3283 hartree. As for the HOMO energy: -8.21 eV. The calculation puts the LUMO energy at 0.727 eV. The net charge is 0. For the max |F|, the calculation gives 0.527 eV Å⁻¹. As for the relative energy (zero: lowest compared OMol25 entry of this formula, charge and spin): 0.0 kJ/mol.